1.
Entry from OMol25: one molecule with the formula C17H23N5O3P2S in a non-equilibrium geometry (wB97M-V/def2-TZVPD).

Values from the calculation:
* strongest force on any atom: 8.3 eV/Å
* HOMO energy: -7.7 eV
* E_LUMO: -0.03122 Eh
* spin multiplicity: 1
* frontier orbital gap: 6.82 eV
* M: 439.42 g/mol
* SMILES string: CNCc1c([PH2]=N)c([PH2]=N)cc2c1Sc1cc(O)c(N)c(C)c1N2CC(=O)O
* calculated total energy: -2241.17316 a.u.

Structure (XYZ):
```
51
Properties=species:S:1:pos:R:3:mulliken_charge:R:1
C -1.1377 -1.7247 3.5812 -0.4942
N -2.5587 -1.8452 3.0713 -0.3253
C -3.0962 -0.5376 2.5237 -0.7491
C -1.9212 0.4177 1.8218 -0.2515
C -1.5157 1.9184 2.4284 -0.1158
P -2.3960 2.6424 3.9698 0.4043
N -4.0156 2.6008 3.9030 -0.6967
C -0.3220 2.7600 1.6375 0.2216
P 0.1578 4.5411 2.2644 0.1846
N -1.1829 5.4958 2.1335 -0.6647
C 0.4789 2.1535 0.3004 -0.5004
C 0.0718 0.6518 -0.3147 -0.0155
C -1.1238 -0.1382 0.4721 0.3569
S -1.7066 -1.8317 -0.1672 -0.2128
C -0.2704 -2.3695 -1.2713 0.3308
C -0.2286 -3.9967 -1.6404 -0.6543
C 0.9735 -4.5686 -2.5988 0.5087
O 1.0130 -6.0261 -2.9250 -0.5065
C 2.0805 -3.4687 -3.1647 -0.0649
N 3.1566 -4.0582 -4.1002 -0.5770
C 2.0303 -1.8436 -2.7808 0.2297
C 3.1991 -0.9070 -3.4551 -0.8708
C 0.8094 -1.2606 -1.7967 -0.1068
N 0.8188 0.2211 -1.5457 0.4680
C 0.4938 1.0447 -2.7713 -0.5289
C 1.7355 2.1545 -2.9221 0.5138
O 1.7302 3.1731 -3.7883 -0.6329
O 2.9375 2.0514 -2.0330 -0.4227
H -0.9255 -0.7467 4.1940 0.1499
H -0.9161 -2.6585 4.2872 0.3056
H -0.3470 -1.7890 2.6893 0.1633
H -3.1613 -2.0484 3.9230 0.3072
H -3.5640 0.0386 3.4547 0.3240
H -4.0015 -0.7441 1.7781 0.1771
H -1.9952 4.0134 4.1626 -0.0321
H -1.9588 1.8268 5.1110 0.1090
H -4.3392 3.6046 3.9996 0.2205
H 1.1204 5.1395 1.3304 0.1004
H 0.6979 4.5181 3.6001 0.1607
H -1.3764 5.8671 3.1102 0.2437
H 1.3019 2.8472 -0.1594 0.1079
H -1.0437 -4.7448 -1.2331 0.1035
H 0.1822 -6.4180 -2.5120 0.3243
H 3.2268 -5.0928 -3.9732 0.3211
H 2.8647 -3.8242 -5.0969 0.2494
H 3.9616 -1.5396 -4.1191 0.3066
H 2.6506 -0.1904 -4.2352 0.1705
H 3.8533 -0.3057 -2.6938 0.2273
H -0.5008 1.6817 -2.6365 0.3594
H 0.4802 0.4533 -3.7812 0.4434
H 3.5402 2.8412 -2.1654 0.3298
```



2.
Entry from OMol25: a 2-piece molecular cluster, C14H9N4 overall in a non-equilibrium geometry (wB97M-V/def2-TZVPD).

Values from the calculation:
* strongest force on any atom: 5.3 eV/Å
* HOMO energy: -3.0 eV
* E_LUMO: 0.04260 Eh
* net charge: -1
* spin multiplicity: 1
* frontier orbital gap: 4.13 eV
* M: 233.25 g/mol
* calculated total energy: -757.90270 a.u.

Structure (XYZ):
```
27
Properties=species:S:1:pos:R:3:mulliken_charge:R:1
N -3.2757 0.8654 3.3945 -0.4099
C -2.1469 0.5897 3.4056 0.1132
C -0.7991 0.2666 3.4124 -0.0698
C 0.1795 1.1682 3.4101 -0.1784
C 1.5230 0.8271 3.4148 0.1958
N 2.6425 0.5151 3.4159 -0.4043
H -0.5446 -0.7816 3.4234 0.3744
H -0.0698 2.2180 3.4068 0.3741
C -2.4996 -0.7606 -0.3602 -1.3817
C -1.5295 0.2485 -0.8571 0.6061
C -1.9464 1.5173 -0.8495 0.3760
N -2.3120 2.6484 -0.8409 -0.7619
C -0.2232 -0.0823 -1.3237 1.0947
C 0.2502 -1.4092 -1.3372 -0.5602
C 1.5058 -1.7051 -1.7868 -0.9010
C 2.3527 -0.6985 -2.2464 0.2947
C 3.6255 -1.0231 -2.7022 0.2143
N 4.6870 -1.3161 -3.0815 -0.6466
C 1.9025 0.6229 -2.2435 -0.7469
C 0.6449 0.9277 -1.7935 -0.7287
H -2.1215 -1.7796 -0.3732 0.3086
H -2.7828 -0.5336 0.6658 0.1215
H -3.4016 -0.7434 -0.9690 0.2940
H -0.3780 -2.2077 -0.9931 0.1877
H 1.8569 -2.7218 -1.7927 0.4253
H 2.5601 1.3991 -2.6021 0.4249
H 0.3002 1.9487 -1.7967 0.3842
```